[1]
# C42H80NO10

A 10-piece molecular cluster, C42H80NO10 overall (ωB97M-V/def2-TZVPD, the OMol25 dataset).

Each atom is followed by the atoms it is bonded to, with distances in Å.
Element x y z (Å)
1 C 3.264 0.877 -0.142  C2 1.661, H18 1.193, H19 1.181, H20 1.189
2 C 2.929 0.280 -1.656  C1 1.661, C3 1.665, H21 1.193, H22 1.188
3 C 4.282 0.226 -2.626  C2 1.665, O4 1.472, H23 1.187, H24 1.179
4 O 5.130 1.412 -2.422  C3 1.472, C5 1.493
5 C 6.005 1.658 -3.607  O4 1.493, C6 1.663, H25 1.170, H26 1.192
6 C 5.636 3.078 -4.388  C5 1.663, C7 1.666, C9 1.639
7 C 6.754 3.198 -5.617  C6 1.666, C8 1.649, H27 1.191, H28 1.173
8 C 6.135 2.526 -6.989  C7 1.649, H29 1.187, H30 1.192, H31 1.184
9 C 5.775 4.339 -3.351  C6 1.639, C10 1.666, H32 1.174, H33 1.193
10 C 4.557 5.466 -3.495  C9 1.666, C11 1.637, H34 1.194, H35 1.169
11 C 3.854 5.740 -2.043  C10 1.637, C12 1.634, H36 1.177, H37 1.194
12 C 2.556 4.810 -1.695  C11 1.634, N13 1.509, H38 1.185, H39 1.194
13 N 1.748 4.335 -2.877  C12 1.509, C14 1.512, C17 1.528
14 C 1.952 3.240 -3.900  N13 1.512, C15 1.666, H40 1.170
15 C 0.707 3.112 -4.999  C14 1.666, C16 1.642, H41 1.176
16 C -0.281 4.284 -4.410  C15 1.642, C17 1.661, H42 1.194
17 C 0.410 5.038 -3.101  N13 1.528, C16 1.661, H43 1.190
18 H 4.181 0.305 0.363  C1 1.193
19 H 3.549 2.022 -0.154  C1 1.181
20 H 2.304 0.792 0.555  C1 1.189
21 H 2.452 -0.807 -1.533  C2 1.193
22 H 2.089 0.935 -2.182  C2 1.188
23 H 4.819 -0.801 -2.369  C3 1.187
24 H 3.937 0.245 -3.753  C3 1.179
25 H 5.992 0.722 -4.310  C5 1.170
26 H 7.121 1.772 -3.204  C5 1.192
27 H 6.889 4.366 -5.814  C7 1.191
28 H 7.747 2.682 -5.266  C7 1.173
29 H 6.279 3.271 -7.901  C8 1.187
30 H 4.955 2.404 -6.872  C8 1.192
31 H 6.634 1.471 -7.185  C8 1.184
32 H 5.835 3.927 -2.253  C9 1.174
33 H 6.814 4.875 -3.588  C9 1.193
34 H 5.122 6.477 -3.786  C10 1.194
35 H 3.823 5.250 -4.380  C10 1.169
36 H 3.621 6.890 -1.956  C11 1.177
37 H 4.680 5.481 -1.220  C11 1.194
38 H 2.883 3.933 -0.967  C12 1.185
39 H 1.823 5.489 -1.042  C12 1.194
40 H 2.878 2.527 -3.962  C14 1.170
41 H 0.598 2.383 -5.915  C15 1.176
42 H -1.345 4.512 -4.902  C16 1.194
43 H -0.034 5.916 -2.434  C17 1.190
44 C 1.950 -3.902 0.367  C45 1.505, H48 1.095, H49 1.093, H50 1.093
45 C 1.983 -2.817 1.410  C44 1.505, O46 1.230, C47 1.505
46 O 2.582 -1.761 1.215  C45 1.230
47 C 1.254 -3.075 2.702  C45 1.505, H51 1.093, H52 1.093, H53 1.095
48 H 2.518 -3.578 -0.512  C44 1.095
49 H 2.408 -4.812 0.763  C44 1.093
50 H 0.918 -4.095 0.065  C44 1.093
51 H 1.681 -3.948 3.202  C47 1.093
52 H 0.191 -3.232 2.504  C47 1.093
53 H 1.364 -2.206 3.360  C47 1.095
54 C -4.963 3.995 -0.863  C55 1.505, H58 1.095, H59 1.093, H60 1.093
55 C -3.751 3.227 -1.320  C54 1.505, O56 1.230, C57 1.505
56 O -3.647 2.019 -1.117  C55 1.230
57 C -2.672 3.996 -2.035  C55 1.505, H61 1.093, H62 1.093, H63 1.095
58 H -5.657 3.311 -0.362  C54 1.095
59 H -4.665 4.771 -0.154  C54 1.093
60 H -5.468 4.439 -1.724  C54 1.093
61 H -2.273 4.773 -1.379  C57 1.093
62 H -3.076 4.440 -2.948  C57 1.093
63 H -1.860 3.314 -2.306  C57 1.095
64 C -2.324 -1.167 2.149  C65 1.505, H68 1.095, H69 1.093, H70 1.093
65 C -2.864 -2.167 3.136  C64 1.505, O66 1.230, C67 1.505
66 O -2.147 -2.655 4.008  C65 1.230
67 C -4.315 -2.549 3.013  C65 1.505, H71 1.093, H72 1.093, H73 1.095
68 H -1.264 -0.987 2.358  C64 1.095
69 H -2.419 -1.558 1.133  C64 1.093
70 H -2.864 -0.222 2.245  C64 1.093
71 H -4.498 -3.002 2.035  C67 1.093
72 H -4.944 -1.666 3.147  C67 1.093
73 H -4.565 -3.279 3.790  C67 1.095
74 C -4.208 4.076 3.811  C75 1.505, H78 1.095, H79 1.093, H80 1.093
75 C -3.770 2.646 3.984  C74 1.505, O76 1.230, C77 1.505
76 O -3.910 1.822 3.081  C75 1.230
77 C -3.156 2.262 5.303  C75 1.505, H81 1.093, H82 1.093, H83 1.095
78 H -4.633 4.207 2.811  C74 1.095
79 H -4.973 4.322 4.551  C74 1.093
80 H -3.348 4.742 3.917  C74 1.093
81 H -3.875 2.427 6.110  C77 1.093
82 H -2.249 2.848 5.475  C77 1.093
83 H -2.888 1.200 5.284  C77 1.095
84 C -7.603 -1.736 -2.721  C85 1.505, H88 1.095, H89 1.093, H90 1.093
85 C -6.861 -0.822 -1.783  C84 1.505, O86 1.230, C87 1.505
86 O -7.087 -0.827 -0.574  C85 1.230
87 C -5.831 0.099 -2.381  C85 1.505, H91 1.093, H92 1.093, H93 1.095
88 H -8.314 -2.342 -2.150  C84 1.095
89 H -8.157 -1.145 -3.454  C84 1.093
90 H -6.898 -2.403 -3.224  C84 1.093
91 H -6.306 0.771 -3.099  C87 1.093
92 H -5.048 -0.487 -2.869  C87 1.093
93 H -5.376 0.699 -1.586  C87 1.095
94 C 0.744 -1.135 -8.532  C95 1.505, H98 1.095, H99 1.093, H100 1.093
95 C 0.536 -0.491 -7.188  C94 1.505, O96 1.230, C97 1.505
96 O 0.105 0.656 -7.090  C95 1.230
97 C 0.876 -1.305 -5.968  C95 1.505, H101 1.093, H102 1.093, H103 1.095
98 H 0.457 -0.431 -9.320  C94 1.095
99 H 1.798 -1.394 -8.661  C94 1.093
100 H 0.120 -2.029 -8.617  C94 1.093
101 H 1.936 -1.572 -5.983  C97 1.093
102 H 0.257 -2.206 -5.939  C97 1.093
103 H 0.676 -0.713 -5.069  C97 1.095
104 C -0.874 -2.883 6.647  C105 1.505, H108 1.095, H109 1.093, H110 1.093
105 C -1.082 -2.239 7.992  C104 1.505, O106 1.230, C107 1.505
106 O -1.513 -1.091 8.090  C105 1.230
107 C -0.742 -3.053 9.211  C105 1.505, H111 1.093, H112 1.093, H113 1.095
108 H -1.161 -2.179 5.859  C104 1.095
109 H 0.180 -3.142 6.518  C104 1.093
110 H -1.498 -3.776 6.563  C104 1.093
111 H 0.318 -3.320 9.197  C107 1.093
112 H -1.361 -3.954 9.241  C107 1.093
113 H -0.942 -2.461 10.110  C107 1.095
114 C 4.834 -3.795 6.136  C115 1.505, H118 1.095, H119 1.093, H120 1.093
115 C 4.009 -3.096 5.089  C114 1.505, O116 1.230, C117 1.505
116 O 3.139 -3.693 4.457  C115 1.230
117 C 4.290 -1.637 4.845  C115 1.505, H121 1.093, H122 1.093, H123 1.095
118 H 4.521 -4.843 6.204  C114 1.095
119 H 5.891 -3.763 5.860  C114 1.093
120 H 4.680 -3.320 7.108  C114 1.093
121 H 5.323 -1.508 4.511  C117 1.093
122 H 4.112 -1.066 5.760  C117 1.093
123 H 3.620 -1.264 4.063  C117 1.095
124 C -6.161 -8.093 3.553  C125 1.505, H128 1.095, H129 1.093, H130 1.093
125 C -5.011 -7.408 2.865  C124 1.505, O126 1.230, C127 1.505
126 O -4.546 -7.842 1.812  C125 1.230
127 C -4.452 -6.170 3.514  C125 1.505, H131 1.093, H132 1.093, H133 1.095
128 H -6.461 -8.972 2.971  C124 1.095
129 H -5.856 -8.422 4.549  C124 1.093
130 H -7.013 -7.412 3.621  C124 1.093
131 H -4.071 -6.413 4.509  C127 1.093
132 H -5.228 -5.403 3.581  C127 1.093
133 H -3.627 -5.783 2.907  C127 1.095

Results
calculated total energy = -2454.9788 Eh
net charge = -1

=====

[2]
# C42H82N10O10S

A 7-piece molecular cluster, C42H82N10O10S overall (ωB97M-V/def2-TZVPD, the OMol25 dataset).

Each atom is followed by the atoms it is bonded to, with distances in Å.
Element x y z (Å)
1 H 0.368 -2.180 1.252  N2 1.026
2 N 0.558 -3.160 1.489  H1 1.026, C3 1.264
3 C 1.573 -3.545 0.841  N2 1.264, C4 1.510, C5 1.519
4 C 2.018 -4.977 1.014  C3 1.510, H35 1.085, H36 1.091, H37 1.087
5 C 2.434 -2.715 -0.097  C3 1.519, C6 1.528, H38 1.086, H39 1.090
6 C 1.812 -1.665 -1.016  C5 1.528, C7 1.564, S32 1.797, H40 1.087
7 C 1.786 -0.206 -0.451  C6 1.564, N8 1.439, N12 1.494, C17 1.543
8 N 0.875 -0.108 0.657  C7 1.439, C9 1.274
9 C -0.026 0.783 0.784  N8 1.274, C10 1.504, C11 1.498
10 C 0.181 2.273 0.824  C9 1.504, H41 1.091, H42 1.089, H43 1.084
11 C -1.442 0.353 1.016  C9 1.498, H44 1.091, H45 1.083, H46 1.087
12 N 3.214 0.069 -0.107  C7 1.494, C13 1.459, H47 1.011
13 C 3.434 0.609 1.231  N12 1.459, C14 1.521, H48 1.096, H49 1.095
14 C 3.480 -0.451 2.322  C13 1.521, C15 1.540, H50 1.091, H51 1.089
15 C 3.868 0.121 3.698  C14 1.540, C16 1.545, H52 1.089, H53 1.089
16 C 2.964 -0.404 4.836  C15 1.545, H54 1.083, H55 1.087, H56 1.086
17 C 1.489 0.702 -1.663  C7 1.543, C18 1.547, H57 1.085, H58 1.088
18 C 0.217 0.372 -2.478  C17 1.547, C19 1.537, O31 1.436, H59 1.086
19 C 0.568 0.362 -3.975  C18 1.537, C20 1.534, H60 1.089, H61 1.092
20 C -0.455 -0.249 -4.941  C19 1.534, C21 1.549, H62 1.085, H63 1.092
21 C -1.960 0.053 -4.735  C20 1.549, N22 1.470, H64 1.087, H65 1.096
22 N -2.603 -1.202 -4.316  C21 1.470, C23 1.482, H66 1.012
23 C -4.070 -1.097 -4.136  N22 1.482, C24 1.511, H67 1.088, H68 1.092
24 C -4.402 -1.082 -2.662  C23 1.511, C25 1.390, C29 1.396
25 C -4.949 0.058 -2.085  C24 1.390, C26 1.392, H69 1.081
26 C -5.251 0.079 -0.726  C25 1.392, C27 1.389, H70 1.080
27 C -4.968 -1.041 0.045  C26 1.389, C28 1.387, H71 1.080
28 C -4.410 -2.176 -0.523  C27 1.387, C29 1.390, H72 1.082
29 C -4.136 -2.212 -1.886  C24 1.396, C28 1.390, O30 1.359
30 O -3.614 -3.306 -2.499  C29 1.359, H73 0.963
31 O -0.504 -0.780 -2.014  C18 1.436, S32 1.574
32 S 0.292 -2.128 -1.855  C6 1.797, O31 1.574, O33 1.430, O34 1.439
33 O -0.573 -3.023 -1.151  S32 1.430
34 O 0.687 -2.642 -3.139  S32 1.439
35 H 1.221 -5.512 1.518  C4 1.085
36 H 2.105 -5.420 0.021  C4 1.091
37 H 2.944 -5.055 1.577  C4 1.087
38 H 3.230 -2.286 0.504  C5 1.086
39 H 2.949 -3.420 -0.750  C5 1.090
40 H 2.515 -1.561 -1.837  C6 1.087
41 H 0.251 2.541 1.879  C10 1.091
42 H -0.714 2.770 0.452  C10 1.089
43 H 1.067 2.618 0.304  C10 1.084
44 H -1.774 0.533 2.040  C11 1.091
45 H -1.520 -0.711 0.826  C11 1.083
46 H -2.077 0.873 0.302  C11 1.087
47 H 3.597 0.738 -0.762  N12 1.011
48 H 2.773 1.429 1.531  C13 1.096
49 H 4.439 1.044 1.219  C13 1.095
50 H 4.233 -1.181 2.022  C14 1.091
51 H 2.529 -0.980 2.365  C14 1.089
52 H 3.893 1.210 3.666  C15 1.089
53 H 4.881 -0.217 3.911  C15 1.089
54 H 3.512 -0.978 5.573  C16 1.083
55 H 2.487 0.428 5.348  C16 1.087
56 H 2.170 -1.029 4.439  C16 1.086
57 H 1.510 1.760 -1.420  C17 1.085
58 H 2.328 0.546 -2.339  C17 1.088
59 H -0.469 1.205 -2.356  C18 1.086
60 H 1.540 -0.096 -4.146  C19 1.089
61 H 0.668 1.418 -4.233  C19 1.092
62 H -0.344 -1.326 -5.020  C20 1.085
63 H -0.204 0.149 -5.926  C20 1.092
64 H -2.148 0.833 -4.003  C21 1.087
65 H -2.368 0.311 -5.718  C21 1.096
66 H -2.450 -1.868 -5.062  N22 1.012
67 H -4.494 -1.998 -4.575  C23 1.088
68 H -4.448 -0.187 -4.605  C23 1.092
69 H -5.152 0.919 -2.707  C25 1.081
70 H -5.667 0.957 -0.256  C26 1.080
71 H -5.178 -1.025 1.104  C27 1.080
72 H -4.184 -3.050 0.074  C28 1.082
73 H -3.103 -3.820 -1.866  O30 0.963
74 C -0.681 -6.047 -3.718  N75 1.452, H79 1.092, H80 1.091, H81 1.088
75 N -0.569 -6.727 -4.996  C74 1.452, C76 1.452, C77 1.344
76 C -0.597 -5.940 -6.215  N75 1.452, H82 1.091, H83 1.090, H84 1.087
77 C -0.438 -8.062 -5.092  N75 1.344, O78 1.217, H85 1.104
78 O -0.340 -8.678 -6.137  C77 1.217
79 H -1.629 -5.506 -3.674  C74 1.092
80 H 0.136 -5.333 -3.603  C74 1.091
81 H -0.644 -6.766 -2.902  C74 1.088
82 H -1.432 -6.255 -6.843  C76 1.091
83 H 0.326 -6.088 -6.777  C76 1.090
84 H -0.706 -4.887 -5.965  C76 1.087
85 H -0.427 -8.566 -4.110  C77 1.104
86 C 7.653 3.621 -2.288  N87 1.450, H91 1.091, H92 1.091, H93 1.088
87 N 6.763 2.488 -2.126  C86 1.450, C88 1.455, C89 1.341
88 C 7.234 1.309 -1.415  N87 1.455, H94 1.090, H95 1.091, H96 1.087
89 C 5.512 2.486 -2.611  N87 1.341, O90 1.219, H97 1.102
90 O 4.733 1.556 -2.497  C89 1.219
91 H 8.546 3.319 -2.839  C86 1.091
92 H 7.953 4.003 -1.311  C86 1.091
93 H 7.152 4.415 -2.838  C86 1.088
94 H 7.188 0.438 -2.069  C88 1.090
95 H 6.599 1.117 -0.549  C88 1.091
96 H 8.258 1.465 -1.088  C88 1.087
97 H 5.243 3.419 -3.132  C89 1.102
98 C -6.585 -6.264 3.725  N99 1.448, H103 1.092, H104 1.092, H105 1.088
99 N -6.057 -5.145 2.972  C98 1.448, C100 1.454, C101 1.346
100 C -5.320 -5.397 1.745  N99 1.454, H106 1.091, H107 1.091, H108 1.087
101 C -6.223 -3.869 3.371  N99 1.346, O102 1.215, H109 1.104
102 O -5.799 -2.902 2.772  C101 1.215
103 H -5.772 -6.923 4.036  C98 1.092
104 H -7.286 -6.832 3.109  C98 1.092
105 H -7.106 -5.906 4.610  C98 1.088
106 H -4.309 -4.996 1.829  C100 1.091
107 H -5.814 -4.904 0.906  C100 1.091
108 H -5.272 -6.467 1.560  C100 1.087
109 H -6.793 -3.778 4.311  C101 1.104
110 C -1.188 6.571 2.537  N111 1.450, H115 1.092, H116 1.092, H117 1.088
111 N -0.806 6.305 1.164  C110 1.450, C112 1.455, C113 1.344
112 C 0.518 6.702 0.707  N111 1.455, H118 1.088, H119 1.091, H120 1.086
113 C -1.636 5.704 0.294  N111 1.344, O114 1.217, H121 1.104
114 O -1.368 5.455 -0.867  C113 1.217
115 H -1.147 7.644 2.734  C110 1.092
116 H -0.507 6.060 3.220  C110 1.092
117 H -2.200 6.217 2.719  C110 1.088
118 H 0.421 7.397 -0.124  C112 1.088
119 H 1.063 5.824 0.358  C112 1.091
120 H 1.065 7.176 1.516  C112 1.086
121 H -2.612 5.442 0.737  C113 1.104
122 C 0.398 -4.540 8.185  N123 1.448, H127 1.092, H128 1.092, H129 1.088
123 N 1.049 -3.477 7.448  C122 1.448, C124 1.455, C125 1.347
124 C 1.572 -3.752 6.118  N123 1.455, H130 1.091, H131 1.090, H132 1.087
125 C 1.188 -2.236 7.951  N123 1.347, O126 1.215, H133 1.104
126 O 1.726 -1.313 7.371  C125 1.215
127 H 1.092 -5.368 8.340  C122 1.092
128 H -0.469 -4.904 7.630  C122 1.092
129 H 0.066 -4.174 9.155  C122 1.088
130 H 2.645 -3.560 6.093  C124 1.091
131 H 1.093 -3.101 5.386  C124 1.090
132 H 1.382 -4.790 5.858  C124 1.087
133 H 0.758 -2.127 8.962  C125 1.104
134 C -0.946 12.210 -1.628  N135 1.449, H139 1.092, H140 1.092, H141 1.088
135 N -0.408 11.137 -0.816  C134 1.449, C136 1.453, C137 1.346
136 C -1.251 10.002 -0.482  N135 1.453, H142 1.091, H143 1.090, H144 1.087
137 C 0.855 11.147 -0.352  N135 1.346, O138 1.217, H145 1.103
138 O 1.345 10.267 0.331  C137 1.217
139 H -1.807 12.661 -1.130  C134 1.092
140 H -1.260 11.823 -2.599  C134 1.092
141 H -0.189 12.976 -1.783  C134 1.088
142 H -1.338 9.920 0.602  C136 1.091
143 H -0.794 9.088 -0.862  C136 1.090
144 H -2.237 10.127 -0.921  C136 1.087
145 H 1.422 12.044 -0.652  C137 1.103

Results
calculated total energy = -3347.6173 Eh

=====

Number 1: gap between HOMO and LUMO 3.40 eV. Number 2: gap between HOMO and LUMO 8.30 eV.